{"formula": "C19H42AlO5", "method": "ωB97M-V with the def2-TZVPD basis set", "species": ["H", "H", "H", "H", "H", "H", "H", "C", "C", "H", "H", "O", "H", "H", "O", "H", "H", "H", "H", "C", "H", "Al", "H", "C", "O", "C", "H", "C", "C", "H", "H", "H", "C", "H", "H", "H", "C", "C", "H", "H", "H", "H", "H", "H", "H", "C", "C", "H", "O", "H", "C", "H", "H", "C", "H", "C", "C", "H", "H", "H", "H", "C", "C", "O", "H", "H", "C"], "coordinates": [[8.554, -5.362, 4.840], [2.440, -3.665, 0.323], [-2.754, 2.808, -2.419], [3.767, -3.501, 2.342], [-0.324, 2.751, -2.873], [1.427, -3.938, 2.944], [-6.085, 2.956, 1.069], [-2.914, 3.060, -1.374], [6.531, -4.769, 5.480], [-7.647, 3.715, -2.563], [-0.646, 0.015, 0.782], [-1.834, 1.627, 0.290], [-9.752, 3.670, -0.801], [7.903, -3.929, 2.592], [-6.470, 3.420, -0.901], [4.519, -4.287, 4.751], [-8.682, 2.066, 1.129], [6.609, -4.459, 6.521], [-7.770, 4.963, -1.309], [0.314, 1.864, -2.907], [-0.258, -2.370, 2.220], [0.804, 1.429, -0.975], [-8.334, 3.798, 1.194], [-7.684, 3.885, -1.487], [5.981, -3.973, 3.326], [-2.952, 1.766, -0.536], [1.814, -2.582, 4.014], [-6.757, 2.649, 0.268], [5.544, -3.922, 4.687], [3.504, -1.758, 2.446], [1.927, 3.163, -3.363], [0.064, 2.800, -5.249], [1.519, 2.249, -3.790], [-0.262, 1.070, -3.388], [2.089, 0.440, -0.895], [5.560, -2.878, 5.018], [7.290, -4.539, 3.256], [0.776, -2.026, 2.167], [1.659, 3.410, -5.635], [-3.840, 1.811, 0.109], [3.139, -2.047, 0.094], [-3.092, 0.902, -1.188], [0.392, -0.244, -6.703], [-0.669, 1.048, -6.165], [0.809, -0.982, 2.500], [-0.872, 0.605, -0.103], [2.520, -2.657, 0.752], [0.145, 1.190, -7.732], [1.381, 1.427, -6.095], [8.278, -3.620, 4.940], [1.121, 2.543, -5.243], [1.191, 2.817, -0.218], [-1.324, -0.094, -0.814], [0.253, 0.835, -6.704], [-3.811, 3.653, -1.248], [-8.225, 2.894, 0.589], [7.817, -4.576, 4.683], [7.215, -5.546, 2.832], [2.251, 1.449, -3.787], [-6.567, 1.594, 0.046], [-2.027, 3.602, -1.063], [-8.810, 3.121, -0.802], [3.037, -2.710, 2.183], [1.218, -2.085, 0.815], [-8.974, 2.163, -1.301], [6.230, -5.819, 5.458], [1.742, -2.890, 2.970]], "forces_ev_per_a": [[0.0, 0.0, 0.0], [0.1, 0.0, 0.0], [-0.2, 0.2, -0.2], [0.0, 0.0, 0.0], [-0.3, 0.0, 0.0], [0.0, 0.0, 0.0], [0.0, 0.0, 0.0], [0.5, -0.7, 0.0], [0.0, -0.1, 0.0], [0.0, 0.0, 0.0], [-0.1, -0.1, 0.3], [-0.1, -0.4, 0.0], [0.0, 0.0, 0.0], [0.0, 0.0, 0.0], [-0.1, 0.0, 0.0], [0.0, 0.0, -0.1], [0.0, 0.0, 0.0], [0.0, 0.0, 0.0], [-0.1, 0.0, 0.0], [0.6, 0.2, 0.2], [0.0, 0.0, 0.0], [-0.4, 0.0, 0.0], [0.0, 0.0, 0.0], [0.1, 0.0, 0.1], [0.0, -0.1, 0.1], [-0.4, 0.5, 0.2], [0.0, 0.0, 0.0], [0.0, -0.1, -0.1], [0.1, 0.1, -0.1], [0.0, 0.0, 0.0], [0.4, 0.0, 0.1], [-0.2, 0.0, -0.2], [-1.1, 0.0, 0.0], [-0.1, -0.2, -0.1], [0.1, -0.2, -0.1], [0.0, 0.0, 0.0], [-0.1, 0.0, 0.0], [0.1, 0.1, 0.0], [0.2, 0.0, -0.2], [0.0, -0.1, 0.1], [-0.1, 0.0, 0.0], [0.1, -0.2, 0.0], [0.0, -0.1, -0.1], [-0.1, 0.1, 0.1], [0.0, 0.0, 0.0], [0.7, 0.4, -0.3], [0.0, 0.0, -0.1], [-0.1, 0.0, -0.2], [-0.3, -0.1, 0.0], [0.0, 0.0, 0.0], [0.3, 0.0, 0.3], [0.0, 0.1, 0.0], [-0.3, -0.1, 0.0], [0.3, 0.2, 0.1], [-0.1, 0.2, -0.1], [0.0, 0.1, 0.0], [0.0, 0.1, 0.0], [0.0, 0.0, 0.0], [0.4, 0.0, 0.0], [0.0, 0.0, 0.0], [0.0, 0.3, 0.1], [0.0, -0.1, 0.0], [0.0, 0.1, 0.1], [-0.1, -0.2, 0.1], [0.0, 0.0, 0.0], [0.0, 0.0, 0.0], [0.0, -0.1, 0.0]], "total_charge": -1, "fmax_ev_per_a": 1.07, "orbital_gap_ev": 6.041, "lumo_ev": 2.33, "energy_ha": -1367.6676, "e_homo_ev": -3.71, "spin_multiplicity": 1}